Entry from the Open Molecules 2025 dataset: 2 unconnected molecules or ions with the total composition C18H20N2O2 in a non-equilibrium geometry (the ωB97M-V functional and the def2-TZVPD basis).

Properties
Frontier orbital gap in Ha: 0.1631
M in g/mol: 296.37
DFT total energy in hartree: -957.7722
ΔE to the lowest compared entry with this formula, charge and spin in kJ/mol: 501.9

CARTESIAN COORDINATES (ANGSTROEM)
1 H -4.801 3.027 -0.117
2 C -2.014 -3.441 0.107
3 H -1.881 3.738 1.752
4 C -0.645 -5.350 5.026
5 H 0.095 -7.087 6.064
6 N -2.696 1.104 1.729
7 H -2.479 -5.058 1.454
8 C -2.150 -1.090 0.873
9 H -2.870 4.160 3.199
10 H -2.717 -6.767 -0.344
11 H -1.492 -2.084 -1.506
12 C -2.323 -4.796 0.408
13 C -2.003 -2.437 1.133
14 H -3.379 1.826 3.611
15 H -5.253 2.047 1.313
16 C 1.373 -5.951 3.271
17 C -2.767 3.461 2.355
18 C 0.593 -4.838 2.996
19 H -1.710 -3.784 -3.293
20 H -3.786 0.676 -0.017
21 H -1.622 1.911 3.330
22 C -2.450 -5.743 -0.598
23 C -3.336 1.539 0.481
24 H -1.957 -2.747 2.171
25 C -1.890 -4.069 -2.256
26 H 2.194 -6.216 2.599
27 H 0.784 -4.223 2.121
28 O -3.970 3.654 1.603
29 H -2.598 1.996 -0.203
30 H -1.878 -0.397 2.903
31 H -2.246 -0.752 -0.161
32 C -2.234 -5.391 -1.939
33 C 0.203 -6.431 5.196
34 O -1.470 -3.734 3.480
35 C -0.567 -4.557 3.811
36 N 1.186 -6.741 4.337
37 H -2.330 -6.137 -2.730
38 H -1.422 -5.142 5.755
39 C -4.417 2.560 0.803
40 C -2.602 2.039 2.857
41 C -2.221 -0.133 1.896
42 C -1.773 -3.109 -1.257

***

Entry from the Open Molecules 2025 dataset: a molecular structure, C19H32BrCl2IO4RhS2Si in a non-equilibrium geometry (the ωB97M-V functional and the def2-TZVPD basis).

Properties
Frontier orbital gap in Ha: 0.2743
M in g/mol: 797.30
DFT total energy in hartree: -6032.8463
ΔE to the lowest compared entry with this formula, charge and spin in kJ/mol: 0.0
Net charge: -1

CARTESIAN COORDINATES (ANGSTROEM)
1 H 2.165 1.444 -2.607
2 H -5.536 -0.110 -2.629
3 C 3.339 -0.930 -1.958
4 Cl -3.751 -1.474 -0.870
5 S -2.225 2.387 -3.013
6 C -5.003 0.838 -2.662
7 H 3.649 -1.815 -1.398
8 H 4.042 -0.126 -1.733
9 C 3.535 2.180 -0.069
10 H -0.078 -1.426 -1.992
11 C -4.615 -2.893 2.740
12 H 3.775 3.224 0.155
13 C -4.503 -0.334 1.487
14 H 2.298 3.250 2.111
15 H -4.654 -3.860 3.221
16 H -4.572 1.038 -3.638
17 C 2.122 2.178 1.977
18 C 1.861 -1.076 2.815
19 H 1.986 -0.089 3.251
20 Cl -5.219 0.896 3.798
21 H 1.412 3.858 0.094
22 C -4.224 -1.534 0.826
23 O -2.238 0.831 -2.929
24 S -4.462 1.256 0.758
25 O -3.073 2.842 -4.088
26 Si 1.661 0.035 0.146
27 H 4.472 -1.041 0.529
28 C 2.131 1.865 0.473
29 H 0.797 -1.310 2.816
30 C 2.460 -1.200 1.404
31 H 2.364 -1.795 3.472
32 H 1.086 2.776 -1.255
33 C 1.489 0.591 -2.650
34 H 4.227 -0.024 1.950
35 H 3.442 -1.165 -3.022
36 H 0.110 2.676 0.190
37 H 1.196 -2.045 -3.039
38 Br -0.553 -0.124 0.562
39 H 4.311 1.559 0.384
40 C 0.971 -1.721 -2.018
41 C -4.272 -2.786 1.403
42 H 1.143 -2.857 0.870
43 C -4.900 -1.741 3.457
44 H -5.167 -1.791 4.503
45 H 3.593 2.061 -1.150
46 H -4.036 -3.660 0.811
47 I -6.443 2.344 -2.279
48 H 2.901 1.649 2.525
49 O -2.916 2.710 -1.638
50 O -0.876 2.888 -3.029
51 H 2.609 -3.324 1.736
52 H 0.473 0.955 -2.491
53 C 1.883 -0.531 -1.675
54 H 1.533 0.197 -3.671
55 H 1.102 -2.578 -1.360
56 C 2.210 -2.651 0.969
57 H 2.699 -2.901 0.027
58 H 1.155 1.948 2.430
59 Rh -3.556 0.856 -1.334
60 H 4.413 -1.764 2.137
61 C 3.979 -0.985 1.501
62 C 1.126 2.834 -0.171
63 C -4.846 -0.506 2.841

***

Entry from the Open Molecules 2025 dataset: a molecular structure, C31H41AsIN6O4ReSSi2 (the ωB97M-V functional and the def2-TZVPD basis).

Properties
Frontier orbital gap (alpha / beta) in Ha: 0.2438 / 0.2425
M in g/mol: 1037.98
Multiplicity: 2
Expectation value of S²: 1.10
DFT total energy in hartree: -5424.2613
ΔE to the lowest compared entry with this formula, charge and spin in kJ/mol: 54.8
Net charge: +1

CARTESIAN COORDINATES (ANGSTROEM)
1 H 4.274 -3.286 -0.559
2 C -0.778 -1.091 3.924
3 C -3.284 -0.659 -3.098
4 S -1.859 4.216 -0.725
5 C 0.903 5.142 5.163
6 H -0.868 -1.366 4.966
7 O 3.270 0.018 0.398
8 H -2.883 -1.247 3.529
9 H 0.976 -2.996 -3.481
10 C 0.265 -5.163 1.195
11 C 2.506 -5.016 0.394
12 H 1.878 3.371 -4.375
13 C 3.892 -0.655 1.214
14 O -1.121 4.961 0.285
15 H 3.436 -5.471 0.081
16 As 1.063 1.077 -1.930
17 C 2.144 4.290 -1.216
18 C 0.532 -0.440 2.056
19 H 1.450 -0.185 1.549
20 C 4.404 2.149 -1.469
21 H 1.634 4.965 -1.905
22 C 1.433 -5.794 0.805
23 H 3.551 -1.601 -3.005
24 H 0.471 -2.230 -1.973
25 Re -0.558 1.234 -0.219
26 N -1.466 2.807 -1.007
27 H 1.470 4.071 -0.395
28 C 4.537 -0.034 2.426
29 H -5.191 -1.603 -2.750
30 N -2.887 -0.597 0.999
31 H 5.533 0.320 2.157
32 H -3.738 -0.833 1.481
33 H 4.611 1.105 -1.701
34 C -2.186 -0.119 -2.477
35 C 2.843 3.079 -3.961
36 H -0.675 -3.246 1.452
37 H 4.565 -2.496 1.786
38 H 3.008 4.822 -0.808
39 H -1.771 3.499 3.903
40 Si 2.748 2.755 -2.107
41 C 3.493 -2.725 -0.041
42 N 4.050 -1.998 1.081
43 C 0.225 -3.777 1.154
44 C 1.472 4.053 3.108
45 H -1.122 4.908 5.840
46 H 1.375 -0.872 3.965
47 H 5.176 2.770 -1.933
48 H 2.187 3.816 2.332
49 H -1.385 0.332 -3.044
50 C -4.304 -1.177 -2.303
51 H 3.534 3.910 -4.127
52 H 3.218 2.227 -4.531
53 H 3.098 -1.969 -0.718
54 O -1.389 2.264 1.735
55 Si 1.364 -0.569 -3.625
56 C -1.759 -0.639 1.795
57 H 3.415 -1.330 -4.743
58 H 0.868 -0.670 -6.042
59 H 1.149 1.006 -5.564
60 C 3.213 -0.892 -3.761
61 C -4.162 -1.153 -0.936
62 C 0.685 0.068 -5.257
63 N 1.241 -3.022 0.757
64 H -0.597 -5.727 1.523
65 O 0.663 2.388 1.004
66 H 1.511 -6.873 0.822
67 N -2.043 -0.052 -1.137
68 C 0.473 -0.814 3.374
69 H 3.945 0.828 2.729
70 C -0.761 3.875 3.999
71 C 1.839 4.843 4.182
72 C -0.399 4.663 5.076
73 H -3.345 -0.663 -4.176
74 H 3.826 0.005 -3.672
75 C 2.367 -3.635 0.383
76 H 2.846 5.230 4.256
77 I 1.454 6.327 6.782
78 C -0.219 2.715 1.879
79 H 4.462 2.258 -0.387
80 C -3.009 -0.587 -0.381
81 H -0.567 -2.153 -3.402
82 C -1.902 -1.022 3.134
83 H 4.638 -0.729 3.259
84 C 0.468 -2.125 -3.057
85 H -4.921 -1.568 -0.287
86 H -0.393 0.236 -5.208
87 N -0.569 -0.331 1.283
88 C 0.174 3.565 3.016

***

Entry from the Open Molecules 2025 dataset: 2 unconnected molecules or ions with the total composition C9H12BrN2 (the ωB97M-V functional and the def2-TZVPD basis).

Properties
Frontier orbital gap in Ha: 0.2404
M in g/mol: 228.11
DFT total energy in hartree: -3033.3960
ΔE to the lowest compared entry with this formula, charge and spin in kJ/mol: 0.0
Net charge: +1

CARTESIAN COORDINATES (ANGSTROEM)
1 C -1.847 -0.411 -2.577
2 C 3.044 1.340 2.126
3 N 2.568 -0.771 1.369
4 C 2.456 0.635 0.912
5 H 2.999 0.537 4.222
6 C 2.552 -0.855 2.652
7 C -2.700 -0.862 -3.570
8 C -4.067 -0.799 -3.342
9 H 2.636 -1.821 3.131
10 C -3.778 0.100 -1.275
11 H -4.245 0.478 -0.372
12 H -1.768 0.442 -0.602
13 H -2.319 -1.252 -4.503
14 N -4.606 -0.330 -2.220
15 H 2.833 2.402 2.149
16 H -4.768 -1.140 -4.096
17 C -2.398 0.080 -1.405
18 Br 0.574 1.004 0.612
19 H 1.433 0.754 3.456
20 H 2.640 -1.578 0.763
21 C 2.479 0.489 3.270
22 H 2.932 0.818 -0.041
23 H 4.122 1.178 2.059
24 H -0.773 -0.439 -2.718

***

- Among the records above, which one has the highest DFT total energy?
  C18H20N2O2

***

- Number 3 is which compound?
  C31H41AsIN6O4ReSSi2